84
Properties=species:S:1:pos:R:3 method="wB97M-V/def2-TZVPD" homo_ev="-4.2 / -6.8" lumo_energy_ev="0.307 / -0.166" relative_energy_kcal_mol=43.8 spin_multiplicity=3 largest_force_ev_per_a=4.13 homo_lumo_gap_ev="4.48 / 6.64"
P 1.8467 -0.1554 -0.2433
P 2.5669 -2.7875 0.4472
C 4.8461 -1.8050 1.0177
C 4.3677 -3.0884 0.4530
H 4.3707 -1.4982 1.9588
H 5.8846 -1.5916 0.8753
H 4.6192 -3.2669 -0.5960
H 4.5292 -3.9802 1.0308
C 2.1534 -3.4200 2.1258
H 1.0772 -3.6215 2.1961
H 2.4360 -2.7239 2.9167
H 2.6832 -4.3681 2.2718
C 2.1247 -4.3874 -0.3915
H 2.5771 -5.2067 0.1868
H 2.5118 -4.4266 -1.4163
H 1.0373 -4.5559 -0.4076
C 1.9629 0.5699 1.5142
H 2.3364 1.6021 1.4096
H 2.6226 -0.0179 2.1612
H 0.9456 0.5709 1.9107
C 1.7599 -1.3275 -1.9317
H 1.0455 -0.8072 -2.5749
H 1.4032 -2.3310 -1.6537
H 2.7556 -1.3893 -2.4072
Pd 3.8843 -0.6207 -0.4728
C -3.6489 -2.4741 1.3077
C -3.2370 -1.7976 2.3964
C -1.9718 -1.9498 3.2174
C -0.7529 -1.3363 2.5556
C -0.7815 -1.5616 1.0654
C -0.6957 -2.7684 0.4760
C -1.5164 -3.9225 0.9663
C -2.9795 -3.6044 0.5666
C 3.4949 1.3090 -1.2630
H -4.6317 -2.1848 0.9165
H -3.9118 -1.0083 2.7449
H -1.7662 -2.9912 3.4992
H -2.1020 -1.3601 4.1289
H -0.7250 -0.2431 2.7100
H 0.1902 -1.7327 2.9893
H -0.8296 -0.6775 0.4671
H -0.2480 -2.9108 -0.5133
H -1.4096 -4.0866 2.0601
H -1.2113 -4.8742 0.4861
H -3.0124 -3.3204 -0.5017
H -3.5968 -4.5068 0.6637
H 2.9294 1.4025 -2.1985
H 4.5569 1.4219 -1.4951
H 3.1950 2.1264 -0.5926
N 0.6092 0.7500 -0.6888
P -0.4371 1.9475 -0.7551
C 0.0443 3.4745 0.0731
C 0.3234 4.6092 -0.7173
C 0.6221 5.8412 -0.1123
C 0.7270 5.9219 1.2821
C 0.4963 4.7975 2.0653
C 0.1301 3.5841 1.4789
C -0.6117 2.2862 -2.5167
C -1.6714 3.0919 -2.9702
C -1.8029 3.3401 -4.3369
C -0.8864 2.8015 -5.2480
C 0.1711 2.0090 -4.7969
C 0.2986 1.7472 -3.4366
C -2.0782 1.4237 -0.2190
C -2.8484 0.6138 -1.0829
C -4.2207 0.4618 -0.8671
C -4.8180 1.0463 0.2573
C -4.0259 1.7009 1.2047
C -2.6576 1.8790 0.9833
H 0.2911 4.5437 -1.8032
H 0.7799 6.7207 -0.7292
H 1.0129 6.8680 1.7465
H 0.5918 4.8631 3.1569
H -0.1002 2.7337 2.1290
H -2.4011 3.5224 -2.2800
H -2.6239 3.9497 -4.7156
H -0.9749 2.9847 -6.3136
H 0.9034 1.5742 -5.4778
H 1.0984 1.1097 -3.0695
H -2.3764 0.1557 -1.9559
H -4.8140 -0.1106 -1.5859
H -5.8973 0.9521 0.4083
H -4.4769 2.0889 2.1266
H -2.0624 2.4024 1.7327